{"formula": "C34H57LuN3O2SeSi", "method": "ωB97M-V/def2-TZVPD", "symbols": ["O", "O", "C", "C", "H", "H", "H", "H", "H", "C", "C", "H", "H", "H", "H", "H", "C", "C", "C", "H", "H", "H", "H", "H", "C", "H", "H", "H", "H", "H", "H", "N", "C", "C", "C", "C", "H", "H", "H", "C", "H", "H", "H", "N", "C", "C", "C", "C", "H", "C", "H", "C", "H", "C", "C", "C", "C", "C", "C", "H", "C", "H", "C", "H", "C", "C", "Lu", "H", "H", "H", "H", "H", "H", "H", "H", "H", "H", "H", "H", "H", "C", "Si", "H", "H", "C", "C", "C", "H", "H", "H", "H", "H", "H", "H", "H", "H", "Se", "C", "N"], "positions_angstrom": [[0.8704, -2.2492, -1.8454], [-1.3525, -2.0272, -5.0189], [2.0343, -2.5309, -2.7377], [2.9768, -3.4593, -2.0127], [2.5256, -1.5799, -3.0153], [1.6168, -2.9786, -3.6340], [3.2861, -3.0062, -1.0551], [3.8884, -3.6446, -2.6066], [2.5065, -4.4398, -1.8224], [-0.2230, -3.3534, -1.9389], [-0.0605, -4.3648, -3.0574], [-1.1901, -2.8382, -2.0242], [-0.1352, -3.8629, -0.9787], [-0.2513, -3.9501, -4.0649], [-0.8211, -5.1499, -2.9217], [0.8906, -4.9178, -3.0566], [-2.6945, -1.7346, -4.5821], [-0.7893, -1.2437, -6.0737], [-3.4230, -3.0594, -4.6344], [-3.1896, -0.9626, -5.1962], [-2.6411, -1.3759, -3.5360], [-3.4027, -3.4210, -5.6694], [-4.4553, -2.9602, -4.3035], [-2.9090, -3.8084, -4.0200], [-1.0242, -2.0128, -7.3564], [0.2886, -1.1778, -5.8395], [-1.1840, -0.2145, -6.1260], [-0.6772, -3.0473, -7.2337], [-0.5221, -1.5461, -8.2002], [-2.1076, -2.0469, -7.5304], [0.6941, -0.9171, -1.7132], [1.6431, 1.2937, 0.9251], [1.5684, 2.5484, 1.4251], [0.4162, 3.3469, 1.3028], [-0.8905, 2.9172, 1.0129], [2.7794, 3.1188, 2.1129], [3.6774, 3.0687, 1.4761], [3.0006, 2.5893, 3.0552], [2.5957, 4.1728, 2.3630], [-1.9994, 3.9278, 1.0550], [-2.5682, 3.8712, 1.9955], [-2.7171, 3.8021, 0.2317], [-1.6096, 4.9512, 0.9873], [-1.2226, 1.6160, 0.8066], [2.7920, 0.4486, 1.2167], [3.7695, 0.2289, 0.2157], [3.6767, 0.8941, -1.1392], [4.8207, -0.6600, 0.4796], [5.5728, -0.8392, -0.2974], [4.9345, -1.2842, 1.7297], [5.7667, -1.9670, 1.9307], [3.9725, -1.0472, 2.7159], [4.0468, -1.5157, 3.7000], [2.9017, -0.1781, 2.4795], [1.8612, 0.0026, 3.5449], [-2.5348, 1.1470, 1.1719], [-3.4359, 0.7237, 0.1761], [-3.0566, 0.8304, -1.2655], [-4.6941, 0.2569, 0.5655], [-5.3850, -0.0814, -0.2154], [-5.0540, 0.1730, 1.9143], [-6.0518, -0.1919, 2.1900], [-4.1525, 0.5930, 2.8967], [-4.4290, 0.5331, 3.9567], [-2.8908, 1.0665, 2.5389], [-1.9190, 1.4394, 3.6099], [0.1621, 0.1870, -0.1559], [3.1335, 0.2504, -1.8651], [4.6970, 1.0421, -1.5469], [3.1808, 1.8799, -1.0903], [1.3404, 0.9628, 3.4445], [2.3412, -0.0236, 4.5364], [1.1208, -0.8148, 3.5122], [-3.8352, 0.3693, -1.8868], [-2.1257, 0.2873, -1.5167], [-2.9330, 1.8671, -1.6156], [-1.0217, 0.8143, 3.5512], [-2.3605, 1.2824, 4.6025], [-1.6190, 2.4902, 3.5465], [0.5328, 4.3967, 1.5627], [0.2873, 0.1412, -2.7401], [0.2947, 2.0011, -3.3555], [1.2161, -0.1190, -3.2232], [-0.4790, -0.3534, -3.3275], [1.5682, 2.0795, -4.7316], [0.7270, 3.3993, -2.1674], [-1.3767, 2.4257, -4.0955], [-1.8622, 1.5238, -4.4876], [-1.2653, 3.1393, -4.9279], [-2.0448, 2.8874, -3.3556], [2.5640, 1.7872, -4.3804], [1.6539, 3.0914, -5.1429], [1.2942, 1.4097, -5.5527], [1.5703, 3.1779, -1.4995], [-0.1291, 3.6998, -1.5459], [1.0170, 4.2927, -2.7526], [-0.6251, -3.5322, 3.1994], [-0.4456, -2.3882, 1.8945], [-0.2882, -1.5704, 1.0235]], "total_energy_ev": -151587.942, "e_lumo_ev": -2.7, "max_force_ev_per_a": 4.1, "total_charge": 1, "homo_energy_ev": -10.5}